No. 1
The following is a quantum chemistry calculation of a 2-piece molecular cluster, CH5NO overall, from the Open Molecules 2025 dataset.

Summary:
LUMO level in eV: -3.7
Spin multiplicity: 1
Kohn-Sham gap in eV: 7.324

XYZ file:
```
8
Properties=species:S:1:pos:R:3:forces:R:3
N 0.23318 1.05535 0.12820 -0.7 -3.2 1.1
C 0.21929 0.25711 -1.09978 -1.5 0.4 0.7
O -0.40308 -1.23929 0.99379 0.4 0.5 -0.4
H -0.60459 0.74422 0.65957 -0.9 1.3 -0.7
H 0.73476 0.37460 0.76571 1.4 1.1 -0.2
H 1.01794 0.60725 -1.74314 0.2 -0.8 -0.1
H -0.76608 0.21246 -1.58133 0.2 0.9 -0.3
H 0.15369 -0.81346 -0.72098 1.0 -0.2 -0.2
```
Positions in Å, forces in eV/Å.

---

No. 2
The following is a quantum chemistry calculation of C10H16N2O2 as an isolated structure, from the Open Molecules 2025 dataset.

Summary:
LUMO level in eV: 0.4
Spin multiplicity: 1
Kohn-Sham gap in eV: 8.531

XYZ file:
```
30
Properties=species:S:1:pos:R:3:forces:R:3
C 0.26245 -2.11917 0.09653 0.4 -2.1 1.0
C -0.36396 -1.51425 1.25889 1.8 -1.8 1.8
C 0.92543 -1.40751 -0.82432 -2.5 -0.3 1.4
C -1.20860 -0.54307 1.46554 -3.0 2.8 -4.7
C -1.74672 0.08282 2.67839 0.2 -2.2 2.5
C -2.18224 0.05237 -0.21238 2.2 -0.6 3.5
C -2.42028 -1.06116 -1.14316 0.9 0.2 1.0
C 2.31425 1.75145 0.46549 1.2 1.7 1.5
C 2.78984 1.01799 -0.69729 -0.6 0.1 -1.7
C 1.65833 0.66968 -1.68600 0.0 1.0 0.2
N -2.41684 1.27502 -0.31598 -0.1 -0.1 1.4
N 0.62375 -0.12227 -1.00563 1.7 0.9 -2.5
O -2.68014 1.04563 2.55309 0.9 -0.5 0.3
O -1.43066 -0.44236 3.75965 -0.9 2.0 -1.9
H 0.44459 -3.21244 0.29559 0.2 1.3 -0.7
H 0.12380 -2.00904 2.15317 -1.0 0.8 -0.4
H 1.58513 -1.80681 -1.50411 1.5 -1.1 -1.4
H -2.10870 -1.91459 -0.56655 0.1 -0.8 -0.6
H -1.78350 -0.83274 -1.98751 0.1 -0.5 -0.4
H -3.43840 -1.15208 -1.39520 -1.3 0.0 -0.5
H 3.21642 1.94361 1.17816 -1.7 0.5 -1.3
H 1.65836 2.59841 0.17024 0.7 -0.2 0.7
H 1.78543 1.03204 0.99284 -1.7 -0.9 1.5
H 3.34840 0.23833 -0.29118 0.7 -2.2 0.1
H 3.49370 1.59887 -1.19236 1.4 1.2 -1.4
H 1.18900 1.71518 -1.88540 0.7 -1.9 -0.5
H 2.06010 0.08050 -2.61116 -1.0 1.4 1.5
H -3.04488 1.42312 -1.07316 -0.5 0.6 -1.2
H -2.76157 1.30322 1.61335 0.2 0.1 0.0
H 0.10751 0.30922 -0.28954 -0.6 0.8 0.9
```
Positions in Å, forces in eV/Å.

---

No. 3
The following is a quantum chemistry calculation of a 10-piece molecular cluster, C3H28NO10 overall, from the Open Molecules 2025 dataset.

Summary:
Net charge: +1
LUMO level in eV: -2.7
Spin multiplicity: 1
Kohn-Sham gap in eV: 10.805

XYZ file:
```
42
Properties=species:S:1:pos:R:3:forces:R:3
O -2.25343 -0.95551 -0.04141 -0.7 0.4 0.5
C -2.48003 0.39512 -0.43961 2.3 -0.3 1.0
C -2.06169 0.73287 -1.84500 -1.1 -0.4 -1.7
N -0.59387 0.71751 -2.13013 1.1 3.1 5.0
C -0.16882 1.94188 -3.01138 2.8 -1.6 2.1
H -2.04175 -1.53277 -0.74919 0.2 -0.8 -1.4
H -3.46570 0.69055 -0.24260 -1.7 0.2 -0.2
H -1.89135 0.89667 0.33757 0.0 0.7 -0.6
H -2.52283 1.68996 -2.20318 0.6 -0.7 0.6
H -2.46447 -0.04463 -2.52100 -0.1 0.3 0.3
H -0.28127 -0.24238 -2.37093 -0.1 0.1 -0.6
H -0.18837 0.88424 -1.01374 -0.6 -0.2 -4.0
H -0.97595 2.05935 -3.69887 -0.1 0.5 -0.7
H 0.85649 1.64077 -3.43285 -1.8 0.5 0.1
H 0.08032 2.81169 -2.31988 -1.0 -1.1 -1.0
H 0.40104 -2.59774 0.55185 -0.8 1.5 4.2
H 1.66889 -2.53870 -0.40401 -3.1 -1.2 0.7
O 0.62944 -2.87691 -0.26696 4.3 -0.2 -4.9
H 2.03661 -0.94171 2.43162 -0.1 -1.2 -0.8
H 1.94734 -2.46441 2.69604 0.1 -0.9 0.9
O 1.93452 -1.84144 1.99075 0.2 2.1 0.2
H -0.14621 -2.14790 -1.48275 0.5 -0.4 0.4
H -0.66796 -2.63106 -2.84036 0.1 0.5 0.0
O -0.56809 -1.81814 -2.31577 -0.5 -0.9 -0.4
H 3.38897 -1.17539 -0.71032 -0.9 4.9 -1.9
H 3.29698 -1.85346 0.71680 0.6 -0.3 -4.0
O 3.51034 -1.97231 -0.35076 -0.1 -5.2 5.9
H 2.80128 1.48170 2.42481 2.1 1.2 0.2
H 1.37754 1.31521 2.68360 -0.8 -0.1 0.3
O 2.13033 0.85391 2.31929 -1.3 -1.0 -0.2
H -1.20324 1.91026 3.76800 0.7 -0.5 -2.1
H -1.69543 0.74570 2.86635 1.7 0.9 -0.4
O -1.00280 1.51314 2.85260 -2.3 -0.8 3.0
H 3.07219 0.91480 -0.74718 -0.3 0.3 0.2
H 1.70036 0.83217 0.09139 1.7 -0.8 -1.4
O 2.26542 0.39643 -0.64293 -1.6 1.1 1.1
H -1.91425 -1.75591 2.92764 -0.2 0.9 -0.2
H -2.63507 -1.13592 1.65908 1.3 0.6 1.9
O -2.18536 -0.89047 2.55230 -1.1 -1.5 -1.2
H -0.27136 1.76513 1.42092 0.1 1.0 0.0
H 0.53073 2.97217 0.86062 2.3 3.5 1.4
O 0.05052 2.25552 0.62961 -2.2 -4.3 -2.1
```
Positions in Å, forces in eV/Å.

---

No. 4
The following is a quantum chemistry calculation of a 2-piece molecular cluster, C6H13N2O overall, from the Open Molecules 2025 dataset.

Summary:
Net charge: +1
LUMO level (spin up / spin down) in eV: -6.3 / -6.9
Spin multiplicity: 1
Kohn-Sham gap (spin up / spin down) in eV: 7.314 / 6.723

XYZ file:
```
22
Properties=species:S:1:pos:R:3:forces:R:3
C -1.48393 -0.47730 -0.13206 0.6 -1.5 0.4
C 2.32188 -0.22213 -0.19707 1.6 -1.4 -0.1
C -0.63997 -1.63347 -0.54386 1.4 -1.3 1.6
C -2.95625 -0.80490 -0.04198 1.0 0.1 2.7
C 3.87389 0.26514 -0.11471 -1.7 2.2 -1.2
C -1.63374 1.90186 0.53952 1.2 2.6 0.0
N 1.51394 0.59642 0.32704 -2.4 -0.5 -1.5
N -1.05006 0.66374 0.06603 -0.1 2.0 0.8
O 2.18809 -1.29104 -0.74511 0.3 -0.4 -0.5
H -1.02233 -1.97347 -1.51322 0.4 -0.1 0.1
H -0.70346 -2.51551 0.21498 -0.5 1.5 -1.3
H 0.47451 -1.41903 -0.49993 -1.4 -0.1 -0.7
H -2.96689 -1.80969 0.46339 -0.5 0.7 -1.3
H -3.14393 -0.70090 -1.09108 -1.5 -0.4 -0.4
H -3.42598 -0.11962 0.70787 -0.1 -0.3 -1.3
H 4.33960 -0.33101 0.62930 0.5 -0.4 0.4
H 4.15372 0.15682 -1.16177 0.4 -0.6 0.3
H 3.82673 1.35612 0.03481 0.5 -0.6 0.6
H -0.91746 2.80749 0.61622 -0.2 -1.8 -0.4
H -1.95332 1.87208 1.57885 -0.4 -0.7 -0.1
H -2.36155 2.40426 -0.13522 0.0 -1.2 0.2
H 1.56652 1.27415 0.99801 0.8 1.9 1.9
```
Positions in Å, forces in eV/Å.

---

Relative energy (zero: lowest compared OMol25 entry of this formula, charge and spin), respectively: 7.351 4.340 3.209 6.273 eV.
Molecular weight, respectively: 47.1 196.3 238.3 129.2 g/mol.